ORCA calculation (wB97M-V/def2-TZVPD) on a structure of composition C6H54InO22 in a non-equilibrium geometry.

```
83
Properties=species:S:1:pos:R:3:forces:R:3:mulliken_charge:R:1
In -1.3306 -2.4590 1.9372 2.581 0.572 -0.347 1.42
C 1.1760 0.1112 0.3185 -0.364 1.357 -1.172 2.56
C -0.3177 0.0096 0.4140 -0.351 -0.151 1.349 1.72
C -1.1606 0.5953 -0.6844 0.336 -0.282 -0.801 0.15
O -0.6247 -1.3803 0.4564 -0.172 0.663 -0.787 0.90
H 1.3914 -0.1353 -0.7280 0.614 0.163 0.255 0.04
H 1.6612 -0.6042 0.9603 0.086 -0.025 0.368 -1.25
H 1.4641 1.1670 0.5462 0.148 -1.081 -0.365 -1.39
H -0.5740 0.5850 1.3514 -0.251 -0.880 -0.312 -0.97
H -0.7513 0.4731 -1.6965 0.119 0.133 0.336 0.23
H -1.4870 1.5990 -0.5304 0.382 1.020 -0.128 -0.29
H -2.0846 0.0561 -0.6767 -0.559 -0.583 -0.160 -0.15
C 1.8585 -3.6000 0.7105 0.718 -3.684 2.033 -0.62
C 1.6869 -3.5651 2.2855 -1.293 1.544 -2.458 0.43
C 2.6710 -2.7858 3.0402 2.218 -0.510 -0.351 -1.41
O 0.4083 -3.0861 2.5905 -1.563 0.488 1.597 -0.66
H 1.9438 -2.6391 0.2698 -0.040 0.697 -0.525 -0.57
H 1.0066 -4.2316 0.3504 0.397 0.998 -0.004 0.25
H 2.7314 -4.3274 0.5182 -0.803 1.549 -0.050 0.54
H 1.7425 -4.5085 2.6717 0.149 -3.038 0.499 0.65
H 3.6418 -3.1039 2.6512 0.315 -0.055 0.027 0.32
H 2.7535 -3.0331 4.0962 -0.585 0.395 0.118 0.43
H 2.6581 -1.7602 2.7801 -0.342 1.132 0.310 0.16
O -2.2821 3.7175 -1.7098 -1.206 -1.574 2.201 -0.49
H -2.1248 4.4318 -1.1267 -0.310 1.106 1.471 0.26
H -1.8695 4.0502 -2.4417 1.691 0.889 -3.728 0.24
O 2.4717 1.4285 -2.4237 -1.607 -0.127 -1.398 -0.80
H 2.6781 0.4890 -2.5148 0.273 -0.504 0.016 0.34
H 1.6500 1.5064 -2.9854 1.218 0.526 0.995 0.37
O -2.2467 -1.3478 -3.4839 -1.861 0.053 0.227 -0.78
H -2.9571 -1.4325 -2.8110 -0.007 0.405 -0.727 0.42
H -1.5605 -1.7271 -2.9740 2.091 -0.753 0.410 0.30
O -1.8511 3.2025 1.5088 0.218 -0.295 -0.413 -0.77
H -1.7756 4.1210 1.7186 -0.712 1.166 1.058 0.35
H -1.2151 3.2435 0.7848 0.629 -0.935 -0.812 0.18
O 4.5398 -1.6412 0.0127 -0.728 -1.324 -0.231 -0.78
H 4.6368 -1.2108 0.8618 0.533 0.911 0.413 0.42
H 3.8317 -2.2397 0.3157 0.402 -0.076 -0.834 0.24
O 4.0171 0.0135 1.9299 0.273 -0.850 2.162 -0.74
H 4.0228 0.5606 1.1623 -0.091 1.273 -1.725 0.56
H 3.1660 0.1187 2.3540 -0.062 0.130 -0.016 0.21
O -0.3300 2.1241 3.6093 -0.394 -0.082 -0.560 -0.62
H -0.8222 2.3764 2.7921 0.388 -0.046 0.670 0.34
H -0.2526 2.9483 4.1012 0.025 -0.070 0.107 0.29
O 2.5016 3.2028 1.5266 2.167 0.733 1.361 -0.68
H 1.7864 3.1398 0.9273 -1.551 -0.632 -0.431 0.34
H 2.4569 2.7271 2.3675 -0.676 0.018 -0.637 0.33
O -3.6919 1.1250 0.8655 -0.685 -2.053 0.121 -0.68
H -2.9112 1.6414 1.0283 0.242 1.118 0.150 0.30
H -4.4805 1.6503 0.7302 0.072 0.568 0.177 0.32
O 3.9629 1.6407 -0.2600 1.099 -0.505 0.571 -0.79
H 3.4306 2.2208 0.2703 -0.078 0.927 0.711 0.50
H 3.3987 1.4997 -1.0112 -0.407 -0.093 -0.964 0.42
O -1.8689 -4.0344 0.6562 -1.981 -1.597 0.349 -0.47
H -2.7292 -4.4761 0.7497 0.121 0.080 0.433 0.31
H -1.6684 -4.2816 -0.2333 1.293 0.328 -1.481 0.28
O 0.3437 2.9949 -3.2681 1.005 1.544 -1.251 -0.65
H 0.3372 3.2698 -4.2210 0.058 -0.389 1.274 0.27
H -0.4123 2.4475 -3.1755 -1.582 -1.236 -0.094 0.31
O 0.0794 -2.7616 -1.9034 -0.156 -0.141 0.301 -0.80
H -0.0454 -2.1770 -1.1345 -0.224 0.140 0.221 -0.23
H 0.9468 -3.1435 -1.7222 0.006 0.006 -0.428 0.31
O -3.2641 -1.6749 1.5356 -2.364 0.900 0.065 -0.62
H -4.1432 -1.8378 1.9124 0.224 -0.577 0.324 0.39
H -3.4296 -0.7402 1.2330 0.953 0.151 -0.223 0.16
O 3.3900 -1.2074 -2.6559 -1.225 0.006 -1.086 -0.67
H 3.9839 -1.1473 -1.9345 1.144 -0.129 1.865 0.34
H 3.9040 -0.8828 -3.3909 0.237 -0.032 -0.597 0.29
O -4.2101 -1.7225 -1.6624 -0.074 1.341 0.637 -0.58
H -4.2534 -2.6430 -1.8278 -0.351 -1.498 -0.151 0.27
H -4.6365 -1.5419 -0.8156 0.042 -0.100 -0.386 0.24
O -2.0693 1.2524 -3.7063 -0.193 1.312 -0.479 -0.64
H -2.9109 1.5089 -4.0923 0.013 0.723 -0.460 0.31
H -2.3306 0.3480 -3.5324 0.808 -1.421 0.364 0.43
O 0.4642 3.6745 -0.1766 -0.278 -1.154 0.913 -0.73
H 0.1151 3.8091 -1.0480 0.017 0.195 -1.110 0.17
H 0.4662 4.4775 0.3228 0.203 1.163 0.000 0.26
O -1.1667 -0.7932 3.2839 -0.452 0.674 1.461 -0.54
H -0.4968 -0.9379 3.9710 0.174 0.074 -0.186 0.28
H -1.6991 -0.0239 3.5796 0.440 -0.426 -0.284 0.28
O -4.1477 1.7036 -2.0127 -1.408 -0.968 1.321 -0.72
H -3.8037 1.4455 -1.1424 -0.327 -0.156 -0.357 0.24
H -3.3899 2.1380 -2.3454 1.191 0.862 -0.733 0.41
```
Positions in Å, forces in eV/Å.

Values from the calculation:
Energy above the lowest of the compared OMol25 structures with the same formula, charge and spin   0.00 kcal/mol
Net charge   +1
Electronic energy   -2106.12691 a.u.
Lowest unoccupied orbital energy   -4.42 eV
M   593.3 g mol⁻¹
Gap between HOMO and LUMO   7.57 eV
E_HOMO   -12.0 eV


ORCA calculation (wB97M-V/def2-TZVPD) on a cluster of 9 separate species, H18O9 in total in a non-equilibrium geometry.

```
27
Properties=species:S:1:pos:R:3:forces:R:3:mulliken_charge:R:1
H -0.9782 0.0061 -1.4230 -1.281 0.820 -0.885 0.33
H 0.4943 0.3020 -0.9631 -2.061 -1.324 -0.190 0.27
H -3.9492 -0.6857 -1.3098 -0.274 0.667 1.591 0.30
H -3.3259 -2.1278 -1.5096 -0.289 1.066 0.146 0.31
H -1.6569 -1.5869 3.2308 -0.200 0.962 -0.430 0.31
H -0.9074 -0.2624 3.2225 -0.228 0.157 -0.178 0.29
H 4.3963 -0.3193 -2.1778 -0.656 -0.296 -0.776 0.32
H 4.9952 0.7468 -1.3108 0.166 -0.435 0.036 0.32
H 2.6853 -0.3249 1.4532 -0.364 0.488 -0.489 0.30
H 3.4805 -1.5912 1.5536 -0.028 0.100 0.202 0.32
H -2.5540 1.2195 -0.5359 -0.978 2.269 -1.587 0.27
H -2.7659 0.5869 0.8005 0.978 -0.163 -0.761 0.24
H 0.2897 1.3467 1.5768 1.347 -1.039 -0.565 0.27
H -0.0834 2.8715 1.5703 -0.722 -2.719 0.449 0.25
H -0.2640 4.3423 -0.6603 -0.077 -1.799 -1.079 0.31
H 0.2816 3.9715 -2.0102 0.014 -0.276 -0.269 0.30
H -0.5959 -4.0461 -1.1250 0.153 0.290 0.242 0.30
H 0.8562 -3.6470 -0.8944 -0.867 0.350 0.319 0.30
O -0.2815 -0.3509 -0.9265 4.852 -0.076 0.426 -0.61
O -3.6098 -1.2933 -1.9274 0.647 -1.783 -1.853 -0.61
O -1.7455 -0.6508 2.9377 0.299 -1.075 0.587 -0.58
O 5.0368 -0.2062 -1.4931 0.455 0.714 0.757 -0.63
O 3.0830 -0.8967 2.0959 0.405 -0.590 0.270 -0.61
O -2.2077 0.5468 -0.0173 -1.496 -1.424 2.968 -0.52
O -0.4252 1.9190 1.7432 -0.563 3.852 0.298 -0.54
O -0.1907 3.5482 -1.2841 0.068 2.086 1.309 -0.59
O -0.0580 -3.4182 -0.6159 0.699 -0.822 -0.539 -0.59
```
Positions in Å, forces in eV/Å.

Values from the calculation:
Energy above the lowest of the compared OMol25 structures with the same formula, charge and spin   99.45 kcal/mol
Electronic energy   -687.86731 a.u.
Lowest unoccupied orbital energy   -0.03 eV
M   162.1 g mol⁻¹
SMILES   O.O.O.O.O.O.O.O.O
Gap between HOMO and LUMO   9.72 eV
E_HOMO   -9.7 eV


ORCA calculation (wB97M-V/def2-TZVPD) on the ion C4H4NO with charge +1 in a non-equilibrium geometry.

```
10
Properties=species:S:1:pos:R:3:forces:R:3:mulliken_charge:R:1
C -0.6365 -0.3714 -1.5580 -3.933 -1.315 1.786 -0.22
C -1.4808 -0.4061 -0.6001 2.005 0.257 -3.093 0.41
C -0.1505 -0.2278 1.0540 1.538 -1.581 3.536 -0.35
C 0.4453 0.4117 -1.3053 1.461 0.638 0.679 0.18
N 0.7820 0.3459 0.0091 -3.850 0.011 -1.107 -0.08
O -1.5534 -0.2665 0.6510 0.064 0.043 -0.137 -0.20
H 0.2787 -1.2954 1.2758 -1.293 1.646 -0.553 0.35
H -0.2352 0.2945 2.1635 0.758 -0.663 -3.248 0.31
H 0.9433 0.9758 -2.1369 0.186 -0.297 1.500 0.38
H 1.6069 0.5392 0.4469 3.065 1.261 0.637 0.22
```
Positions in Å, forces in eV/Å.

Values from the calculation:
Energy above the lowest of the compared OMol25 structures with the same formula, charge and spin   80.48 kcal/mol
Net charge   +1
Electronic energy   -284.32781 a.u.
Lowest unoccupied orbital energy (alpha / beta)   -6.19 / -6.19 eV
M   82.1 g mol⁻¹
SMILES   C1#COC[NH+]=C1
Gap between HOMO and LUMO (alpha / beta)   9.19 / 9.19 eV
E_HOMO (alpha / beta)   -15.4 / -15.4 eV


ORCA calculation (wB97M-V/def2-TZVPD) on a cluster of 2 separate species, C3H10NOS2 in total in a non-equilibrium geometry.

```
17
Properties=species:S:1:pos:R:3:forces:R:3:mulliken_spin:R:1
C 1.0389 -2.7314 0.4355 -0.225 0.188 0.334 0.00
S -0.1507 -1.8172 -0.5871 1.005 -0.248 -0.375 0.00
S 1.1973 -0.6771 -1.7458 -0.094 -0.448 0.379 0.01
H 1.6050 -3.4749 -0.1165 -0.116 0.022 -0.194 0.00
H 0.4545 -3.2043 1.2268 0.014 -0.066 -0.100 0.00
H 1.7145 -2.0203 0.9098 -0.022 -0.039 -0.027 0.00
H 1.9266 -0.2172 -0.6957 -0.300 0.041 -0.272 0.00
O -1.3555 1.8559 2.4632 -0.754 -1.346 0.044 0.28
C -0.6335 2.5890 1.7132 0.989 1.452 -0.321 0.65
C -0.3078 2.2334 0.2757 -0.072 0.657 0.797 -0.03
N -1.1904 1.0843 -0.0617 -0.360 -0.142 -0.400 0.02
H -0.1309 3.5079 2.0559 -0.152 -0.250 0.043 0.01
H -0.6006 3.1100 -0.2998 0.210 -0.169 -0.656 0.03
H 0.7488 1.9973 0.0586 -0.179 -0.326 -0.144 0.04
H -1.7870 1.2902 -0.8597 0.303 -0.210 -0.159 0.00
H -0.6958 0.1671 -0.1877 -0.576 0.962 0.260 0.00
H -1.8247 1.0219 0.7630 0.329 -0.078 0.791 0.00
```
Positions in Å, forces in eV/Å.

Values from the calculation:
Energy above the lowest of the compared OMol25 structures with the same formula, charge and spin   17.31 kcal/mol
Expectation value of S²   0.75
2S+1   2
Electronic energy   -1046.54047 a.u.
Lowest unoccupied orbital energy (alpha / beta)   -0.28 / -0.29 eV
M   140.3 g mol⁻¹
Gap between HOMO and LUMO (alpha / beta)   3.61 / 7.48 eV
E_HOMO (alpha / beta)   -3.9 / -7.8 eV